{
  "formula": "C6H15N",
  "method": "ωB97M-V with the def2-TZVPD basis set",
  "total_charge": 0,
  "fmax_ev_per_a": 1.4,
  "de_lowest_kcal_mol": 90.7,
  "elements": ["C", "N", "C", "C", "C", "C", "C", "H", "H", "H", "H", "H", "H", "H", "H", "H", "H", "H", "H", "H", "H", "H"],
  "positions_angstrom": [[3.846, 0.840, -1.147], [0.914, 0.674, 0.878], [0.014, -0.152, 0.404], [-1.357, 0.379, -0.050], [-1.920, -0.366, -1.245], [-2.273, 0.417, 1.164], [0.208, -1.663, 0.486], [2.808, 0.555, -1.004], [3.922, 1.447, -2.042], [4.100, 1.451, -0.286], [4.420, -0.080, -1.102], [0.917, 0.347, -0.310], [-1.132, 1.373, -0.422], [-2.832, 0.106, -1.602], [-1.225, -0.378, -2.074], [-2.205, -1.407, -1.092], [-2.387, -0.600, 1.548], [-3.260, 0.828, 0.990], [-1.791, 1.009, 1.942], [-0.627, -2.111, 1.018], [0.157, -2.119, -0.494], [1.125, -1.868, 1.032]]
}

{
  "formula": "C21H36F4N2O9P2S",
  "method": "ωB97M-V with the def2-TZVPD basis set",
  "total_charge": 0,
  "smiles": "O[C@H](Cc1c(F)ccc2nsnc12)C(F)(F)F.CCOP(=O)(OCC)OCC.CCOP(=O)(OCC)OCC",
  "fmax_ev_per_a": 9.9,
  "elements": ["O", "C", "C", "C", "C", "F", "C", "C", "C", "N", "S", "N", "C", "C", "F", "F", "F", "H", "H", "H", "H", "H", "H", "O", "P", "O", "C", "C", "O", "C", "C", "O", "C", "C", "H", "H", "H", "H", "H", "H", "H", "H", "H", "H", "H", "H", "H", "H", "H", "O", "P", "O", "C", "C", "O", "C", "C", "O", "C", "C", "H", "H", "H", "H", "H", "H", "H", "H", "H", "H", "H", "H", "H", "H", "H"],
  "positions_angstrom": [[-1.995, 1.072, 2.938], [-1.579, 1.173, 1.533], [0.022, 1.277, 1.555], [0.782, 0.210, 0.637], [2.194, -0.256, 1.137], [2.672, 0.290, 2.387], [3.131, -1.268, 0.387], [2.650, -1.864, -0.979], [1.218, -1.410, -1.507], [0.625, -1.877, -2.771], [-0.895, -1.085, -2.775], [-0.989, -0.094, -1.357], [0.278, -0.384, -0.719], [-2.178, 2.584, 1.015], [-1.951, 2.628, -0.395], [-3.603, 2.633, 1.272], [-1.630, 3.710, 1.708], [-2.942, 0.805, 2.988], [-2.001, 0.264, 0.985], [0.432, 2.324, 1.293], [0.377, 1.082, 2.642], [4.147, -1.524, 0.843], [3.279, -2.609, -1.577], [-7.825, -0.731, 0.843], [-8.527, 0.447, 1.529], [-7.159, 1.172, 2.113], [-6.395, 1.972, 1.221], [-7.116, 3.259, 0.860], [-8.940, -0.391, 2.908], [-9.076, -1.810, 2.862], [-7.772, -2.499, 3.228], [-9.398, 1.761, 2.209], [-10.729, 1.928, 1.712], [-11.628, 0.748, 2.036], [-6.148, 1.399, 0.322], [-5.459, 2.215, 1.728], [-8.013, 3.050, 0.268], [-6.469, 3.917, 0.275], [-7.439, 3.789, 1.760], [-9.438, -2.129, 1.881], [-9.850, -2.092, 3.582], [-6.906, -2.039, 2.748], [-7.802, -3.557, 2.951], [-7.597, -2.432, 4.305], [-10.689, 2.094, 0.631], [-11.135, 2.831, 2.174], [-11.318, -0.147, 1.491], [-12.664, 0.964, 1.758], [-11.592, 0.509, 3.101], [6.964, -1.252, -1.534], [8.257, -0.686, -2.138], [7.632, -0.493, -3.658], [6.838, 0.657, -3.911], [7.669, 1.928, -3.918], [8.973, -2.168, -2.397], [8.613, -3.281, -1.582], [7.485, -4.082, -2.211], [9.691, -0.010, -2.798], [10.636, 0.468, -1.836], [11.183, -0.639, -0.953], [6.031, 0.724, -3.174], [6.380, 0.520, -4.894], [8.064, 2.140, -2.920], [7.068, 2.784, -4.234], [8.525, 1.830, -4.590], [8.357, -2.950, -0.572], [9.497, -3.917, -1.482], [6.692, -3.446, -2.611], [7.046, -4.770, -1.483], [7.861, -4.668, -3.054], [10.164, 1.246, -1.228], [11.456, 0.928, -2.390], [10.407, -1.041, -0.295], [11.993, -0.264, -0.320], [11.561, -1.469, -1.554]]
}

{
  "formula": "C7H11NO2S",
  "method": "ωB97M-V with the def2-TZVPD basis set",
  "total_charge": 0,
  "fmax_ev_per_a": 3.5,
  "de_lowest_kcal_mol": 95.7,
  "elements": ["C", "C", "C", "C", "C", "C", "C", "N", "O", "O", "S", "H", "H", "H", "H", "H", "H", "H", "H", "H", "H", "H"],
  "positions_angstrom": [[2.727, -0.149, 1.526], [2.937, 0.569, 0.357], [1.446, -0.721, 1.381], [1.788, 0.405, -0.388], [-1.846, 0.450, 0.542], [-1.746, 0.040, -0.976], [-1.178, -1.282, -1.209], [0.899, -0.351, 0.216], [0.759, -1.486, 2.269], [1.554, 0.746, -1.680], [-0.048, -1.816, -2.408], [3.263, -0.388, 2.491], [3.925, 0.966, 0.096], [-2.716, 1.138, 0.410], [-2.140, -0.339, 1.242], [-1.000, 0.924, 0.959], [-2.785, 0.006, -1.524], [-1.101, 0.854, -1.581], [-1.713, -2.036, -0.690], [1.338, -2.101, 2.793], [2.271, 1.222, -2.000], [0.178, -0.644, -3.005]]
}

{
  "formula": "C25H51N3O7",
  "method": "ωB97M-V with the def2-TZVPD basis set",
  "total_charge": 0,
  "fmax_ev_per_a": 3.1,
  "spin_multiplicity": 3,
  "elements": ["C", "C", "O", "C", "C", "O", "C", "O", "C", "O", "O", "C", "N", "H", "H", "H", "H", "H", "H", "H", "H", "H", "H", "H", "H", "H", "H", "H", "C", "C", "C", "C", "C", "C", "N", "O", "C", "C", "C", "H", "H", "H", "H", "H", "H", "H", "H", "H", "H", "H", "H", "H", "H", "H", "H", "H", "H", "C", "C", "C", "C", "C", "C", "N", "O", "C", "C", "C", "H", "H", "H", "H", "H", "H", "H", "H", "H", "H", "H", "H", "H", "H", "H", "H", "H", "H"],
  "positions_angstrom": [[0.231, 5.690, 1.607], [-0.986, 5.823, 2.510], [-1.096, 4.842, 3.512], [-1.338, 3.559, 3.008], [-1.415, 2.659, 4.219], [-2.001, 1.415, 3.893], [-1.504, 0.344, 4.620], [-0.974, -0.669, 3.767], [0.333, -0.624, 3.467], [0.925, -1.619, 3.057], [0.939, 0.591, 3.594], [1.751, 0.706, 4.761], [3.090, 1.073, 4.363], [0.366, 4.694, 1.216], [0.070, 6.331, 0.752], [1.104, 6.030, 2.139], [-1.879, 5.876, 1.891], [-0.898, 6.768, 3.023], [-2.267, 3.489, 2.448], [-0.522, 3.188, 2.401], [-0.401, 2.552, 4.576], [-1.968, 3.184, 4.990], [-0.801, 0.654, 5.379], [-2.332, -0.129, 5.124], [1.779, -0.225, 5.306], [1.301, 1.488, 5.368], [3.597, 1.356, 5.190], [3.019, 1.892, 3.773], [-0.432, -4.280, -2.331], [0.944, -4.950, -2.133], [0.754, -6.448, -1.896], [0.204, -6.779, -0.509], [1.046, -6.119, 0.582], [1.231, -4.616, 0.379], [1.685, -4.303, -1.009], [2.941, -4.565, -1.123], [-0.084, -3.881, 0.698], [2.228, -4.091, 1.402], [1.689, -4.743, -3.445], [-1.225, -4.746, -1.749], [-0.391, -3.224, -2.074], [-0.744, -4.346, -3.373], [1.713, -6.960, -2.022], [0.088, -6.851, -2.663], [-0.841, -6.468, -0.426], [0.207, -7.861, -0.368], [0.589, -6.295, 1.557], [2.026, -6.606, 0.609], [-0.008, -2.824, 0.444], [-0.296, -3.947, 1.764], [-0.952, -4.294, 0.190], [3.178, -4.621, 1.358], [1.828, -4.230, 2.404], [2.418, -3.027, 1.268], [1.857, -3.682, -3.639], [1.099, -5.149, -4.266], [2.652, -5.249, -3.461], [1.044, 1.781, -3.334], [-0.021, 1.586, -2.230], [-1.215, 0.817, -2.793], [-2.100, 1.647, -3.721], [-2.521, 2.949, -3.046], [-1.343, 3.752, -2.500], [-0.438, 2.905, -1.665], [-0.976, 2.724, -0.509], [-0.568, 4.392, -3.665], [-1.867, 4.927, -1.685], [0.660, 0.738, -1.161], [0.617, 1.895, -4.329], [1.673, 2.646, -3.126], [1.702, 0.915, -3.386], [-1.830, 0.447, -1.967], [-0.852, -0.063, -3.324], [-1.584, 1.853, -4.663], [-2.988, 1.070, -3.985], [-3.081, 3.567, -3.751], [-3.211, 2.714, -2.229], [0.346, 4.869, -3.308], [-1.178, 5.161, -4.138], [-0.302, 3.692, -4.453], [-2.532, 4.611, -0.883], [-2.434, 5.593, -2.333], [-1.045, 5.498, -1.249], [1.509, 1.263, -0.722], [1.028, -0.186, -1.607], [-0.020, 0.457, -0.359]]
}

{
  "formula": "C9H19ClNP",
  "method": "ωB97M-V with the def2-TZVPD basis set",
  "total_charge": 0,
  "smiles": "C=C(C)CCCC(C)(C)N=[PH2]Cl",
  "fmax_ev_per_a": 5.0,
  "de_lowest_kcal_mol": 39.4,
  "elements": ["C", "C", "C", "C", "C", "C", "C", "C", "C", "N", "P", "Cl", "H", "H", "H", "H", "H", "H", "H", "H", "H", "H", "H", "H", "H", "H", "H", "H", "H", "H", "H"],
  "positions_angstrom": [[-1.596, -0.609, -0.401], [-1.201, -1.650, 0.645], [-1.570, 0.892, 0.200], [0.220, -2.182, 0.405], [-0.313, 1.656, -0.055], [1.249, -1.991, 1.186], [0.177, -3.149, -0.759], [-0.517, 3.080, 0.400], [0.135, 1.737, -1.643], [0.716, 1.048, 0.781], [2.281, 0.854, 0.735], [3.050, -0.098, -0.809], [-0.999, -0.803, -1.263], [-2.588, -0.839, -0.831], [-1.386, -1.201, 1.587], [-1.933, -2.537, 0.488], [-2.443, 1.390, -0.263], [-1.561, 0.685, 1.305], [2.300, -2.344, 1.006], [1.076, -1.315, 1.975], [2.515, 0.243, 1.909], [-0.340, -4.082, -0.539], [1.171, -3.521, -0.913], [-0.444, -2.990, -1.684], [-1.312, 3.463, -0.226], [0.403, 3.673, 0.271], [-0.805, 3.118, 1.423], [0.423, 0.804, -2.126], [0.992, 2.511, -1.661], [-0.739, 2.153, -2.122], [3.039, 2.006, 0.977]]
}

What electronic energy values result from the calculations? In sequence: -7951.835; -84043.254; -23852.768; -45550.319; -32940.126 eV.